C6H13N | wB97M-V/def2-TZVPD

ORCA input file:
```
! wB97M-V def2-TZVPD RIJCOSX def2/J DEFGRID3
* xyz 0 1
C -0.17 -1.11 2.51
N -0.16 -0.09 1.79
C 1.02 2.16 -1.04
C 0.47 2.19 -2.24
H -1.06 0.40 1.71
H 0.81 2.94 -0.33
H 0.79 -1.57 2.74
H -1.03 -1.51 3.05
H -1.08 -3.77 1.38
H -0.20 2.98 -2.55
H 0.67 1.43 -2.98
C 1.95 1.09 -0.56
C -1.47 -0.66 -0.80
C -2.23 -1.57 -0.66
H -0.79 0.13 -0.99
H 1.52 0.60 0.32
H 2.90 1.53 -0.26
H 2.14 0.35 -1.33
H -1.09 -3.21 0.83
H -2.99 -2.30 -0.58
*
```

Properties
Gap between HOMO and LUMO ... 0.3943 hartree
Lowest unoccupied orbital energy ... 1.21 eV
DFT total energy ... -290.9860 Eh
Relative energy (zero: lowest compared OMol25 entry of this formula, charge and spin) ... 108.4 kcal per mole

Charge distribution, natural (NBO) scheme, values in e: number 1, C, carries -0.026; number 2, N, carries -0.618; number 3, C, carries -0.157; number 4, C, carries -0.428; number 5, H, carries 0.344; number 6, H, carries 0.193; number 7, H, carries 0.159; number 8, H, carries 0.148; number 9, H, carries -0.010; number 10, H, carries 0.198; number 11, H, carries 0.189; number 12, C, carries -0.675; number 13, C, carries -0.226; number 14, C, carries -0.256; number 15, H, carries 0.245; number 16, H, carries 0.258; number 17, H, carries 0.216; number 18, H, carries 0.204; number 19, H, carries 0.008; number 20, H, carries 0.233



C6H13N | wB97M-V/def2-TZVPD

ORCA input file:
```
! wB97M-V def2-TZVPD RIJCOSX def2/J DEFGRID3
* xyz 0 1
C -1.35 2.47 0.51
C -0.03 1.69 0.25
C -0.19 0.17 0.45
C 0.15 -0.71 -0.73
C -0.08 -0.33 -2.00
C 1.15 -2.36 0.81
N 0.59 -2.02 -0.48
H -1.50 2.62 1.58
H -1.39 3.40 -0.04
H -2.12 1.78 0.17
H 0.30 1.90 -0.77
H 0.72 2.00 0.96
H -1.21 -0.12 0.73
H 0.44 -0.12 1.28
H 0.33 -0.91 -2.82
H -0.76 0.43 -2.33
H 2.02 -1.76 1.10
H 1.39 -3.42 0.93
H 0.41 -2.28 1.61
H 1.13 -2.44 -1.22
*
```

Properties
Gap between HOMO and LUMO ... 0.3226 hartree
Lowest unoccupied orbital energy ... 1.05 eV
Structure (SMILES) ... C=C(CCC)NC
DFT total energy ... -291.1174 Eh
Relative energy (zero: lowest compared OMol25 entry of this formula, charge and spin) ... 25.9 kcal per mole

Charge distribution, natural (NBO) scheme, values in e: number 1, C, carries -0.602; number 2, C, carries -0.394; number 3, C, carries -0.460; number 4, C, carries 0.218; number 5, C, carries -0.543; number 6, C, carries -0.423; number 7, N, carries -0.608; number 8, H, carries 0.202; number 9, H, carries 0.210; number 10, H, carries 0.200; number 11, H, carries 0.218; number 12, H, carries 0.199; number 13, H, carries 0.220; number 14, H, carries 0.214; number 15, H, carries 0.188; number 16, H, carries 0.204; number 17, H, carries 0.174; number 18, H, carries 0.211; number 19, H, carries 0.195; number 20, H, carries 0.378



C6H13N | wB97M-V/def2-TZVPD

ORCA input file:
```
! wB97M-V def2-TZVPD RIJCOSX def2/J DEFGRID3
* xyz 0 1
C -0.84 2.90 0.42
C -0.73 1.38 0.20
N -0.39 -1.37 -0.96
C -0.54 -2.78 -0.63
C 0.49 -0.66 -0.38
C 1.49 -1.14 0.66
C 0.44 0.83 -0.64
H -1.66 3.32 -0.16
H -1.05 3.13 1.47
H 0.08 3.44 0.15
H -0.74 0.87 1.17
H -0.24 -3.39 -1.48
H 0.02 -3.12 0.26
H -1.60 -2.97 -0.46
H 2.05 -0.30 1.07
H 1.00 -1.65 1.50
H 2.20 -1.84 0.22
H -1.62 1.03 -0.32
H 0.25 1.00 -1.71
H 1.39 1.31 -0.39
*
```

Properties
Gap between HOMO and LUMO ... 0.3774 hartree
Lowest unoccupied orbital energy ... 1.07 eV
Structure (SMILES) ... CCC/C(C)=N/C
DFT total energy ... -291.1418 Eh
Relative energy (zero: lowest compared OMol25 entry of this formula, charge and spin) ... 10.7 kcal per mole

Charge distribution, natural (NBO) scheme, values in e: number 1, C, carries -0.615; number 2, C, carries -0.391; number 3, N, carries -0.437; number 4, C, carries -0.443; number 5, C, carries 0.323; number 6, C, carries -0.710; number 7, C, carries -0.443; number 8, H, carries 0.210; number 9, H, carries 0.210; number 10, H, carries 0.204; number 11, H, carries 0.193; number 12, H, carries 0.205; number 13, H, carries 0.170; number 14, H, carries 0.205; number 15, H, carries 0.221; number 16, H, carries 0.228; number 17, H, carries 0.233; number 18, H, carries 0.216; number 19, H, carries 0.224; number 20, H, carries 0.196



C6H13N | wB97M-V/def2-TZVPD

ORCA input file:
```
! wB97M-V def2-TZVPD RIJCOSX def2/J DEFGRID3
* xyz 0 1
C 0.72 -1.20 1.87
N -0.13 -0.22 1.15
C -0.27 -0.40 -0.29
C -0.70 0.90 -0.98
C 0.36 1.95 -1.19
C 1.25 2.31 -0.29
C -1.08 -1.65 -0.64
H 1.64 -1.27 1.30
H 0.92 -0.75 2.84
H 0.21 -2.16 1.92
H -1.02 -0.11 1.58
H 0.72 -0.61 -0.72
H -0.98 0.54 -1.98
H -1.58 1.42 -0.58
H 0.32 2.32 -2.21
H 1.99 3.10 -0.35
H 1.46 1.82 0.65
H -0.39 -2.49 -0.63
H -1.64 -1.60 -1.57
H -1.80 -1.90 0.15
*
```

Properties
Gap between HOMO and LUMO ... 0.3516 hartree
Lowest unoccupied orbital energy ... 1.14 eV
Structure (SMILES) ... C=CC[C@H](C)NC
DFT total energy ... -291.1080 Eh
Relative energy (zero: lowest compared OMol25 entry of this formula, charge and spin) ... 31.8 kcal per mole

Charge distribution, natural (NBO) scheme, values in e: number 1, C, carries -0.413; number 2, N, carries -0.636; number 3, C, carries -0.044; number 4, C, carries -0.438; number 5, C, carries -0.177; number 6, C, carries -0.400; number 7, C, carries -0.632; number 8, H, carries 0.194; number 9, H, carries 0.203; number 10, H, carries 0.171; number 11, H, carries 0.350; number 12, H, carries 0.186; number 13, H, carries 0.198; number 14, H, carries 0.218; number 15, H, carries 0.198; number 16, H, carries 0.191; number 17, H, carries 0.208; number 18, H, carries 0.210; number 19, H, carries 0.213; number 20, H, carries 0.200



C6H13N | wB97M-V/def2-TZVPD

ORCA input file:
```
! wB97M-V def2-TZVPD RIJCOSX def2/J DEFGRID3
* xyz 0 1
C 0.67 0.45 1.96
N 0.86 -0.21 0.65
C -0.36 0.10 -0.17
C -0.13 0.17 -1.70
C -1.07 -0.72 -2.48
C -2.14 -0.15 -3.09
C 1.86 0.17 2.87
H -0.24 0.04 2.41
H 0.49 1.53 1.91
H 0.83 -1.23 0.69
H -1.13 -0.65 0.10
H -0.71 1.09 0.15
H -0.03 1.18 -2.06
H 0.78 -0.44 -1.81
H -1.08 -1.79 -2.30
H -2.73 -0.66 -3.83
H -2.34 0.87 -2.77
H 1.61 -0.74 3.41
H 2.83 0.10 2.38
H 2.02 0.91 3.67
*
```

Properties
Gap between HOMO and LUMO ... 0.3702 hartree
Lowest unoccupied orbital energy ... 1.15 eV
Structure (SMILES) ... C=CCCNCC
DFT total energy ... -291.0897 Eh
Relative energy (zero: lowest compared OMol25 entry of this formula, charge and spin) ... 43.4 kcal per mole

Charge distribution, natural (NBO) scheme, values in e: number 1, C, carries -0.219; number 2, N, carries -0.628; number 3, C, carries -0.216; number 4, C, carries -0.466; number 5, C, carries -0.165; number 6, C, carries -0.411; number 7, C, carries -0.622; number 8, H, carries 0.160; number 9, H, carries 0.191; number 10, H, carries 0.351; number 11, H, carries 0.172; number 12, H, carries 0.190; number 13, H, carries 0.220; number 14, H, carries 0.225; number 15, H, carries 0.199; number 16, H, carries 0.199; number 17, H, carries 0.189; number 18, H, carries 0.201; number 19, H, carries 0.220; number 20, H, carries 0.210



C6H13N | wB97M-V/def2-TZVPD

ORCA input file:
```
! wB97M-V def2-TZVPD RIJCOSX def2/J DEFGRID3
* xyz 0 1
C 2.29 -0.08 -0.47
C 1.00 0.20 0.30
N -0.03 0.86 -0.49
C -0.72 2.00 0.06
C -0.32 -0.46 0.06
C -1.40 -0.59 1.14
C -0.46 -1.57 -0.97
H 2.90 0.83 -0.49
H 2.89 -0.88 -0.04
H 2.07 -0.33 -1.51
H 1.17 0.56 1.32
H -1.64 2.17 -0.53
H -1.01 1.89 1.11
H -0.10 2.89 -0.03
H -1.39 -1.60 1.57
H -1.35 0.11 1.97
H -2.38 -0.45 0.66
H 0.13 -1.37 -1.86
H -1.51 -1.66 -1.27
H -0.15 -2.53 -0.54
*
```

Properties
Gap between HOMO and LUMO ... 0.3622 hartree
Lowest unoccupied orbital energy ... 1.11 eV
Structure (SMILES) ... C[C@H]1N(C)C1(C)C
DFT total energy ... -291.1264 Eh
Relative energy (zero: lowest compared OMol25 entry of this formula, charge and spin) ... 20.3 kcal per mole

Charge distribution, natural (NBO) scheme, values in e: number 1, C, carries -0.615; number 2, C, carries -0.077; number 3, N, carries -0.421; number 4, C, carries -0.414; number 5, C, carries 0.094; number 6, C, carries -0.630; number 7, C, carries -0.610; number 8, H, carries 0.213; number 9, H, carries 0.208; number 10, H, carries 0.217; number 11, H, carries 0.185; number 12, H, carries 0.200; number 13, H, carries 0.168; number 14, H, carries 0.201; number 15, H, carries 0.220; number 16, H, carries 0.213; number 17, H, carries 0.211; number 18, H, carries 0.221; number 19, H, carries 0.208; number 20, H, carries 0.207



C6H13N | wB97M-V/def2-TZVPD

ORCA input file:
```
! wB97M-V def2-TZVPD RIJCOSX def2/J DEFGRID3
* xyz 0 1
C -0.61 -0.48 -0.16
C -1.04 0.89 -0.51
C 0.93 -0.23 0.28
C -2.08 1.59 0.27
C 1.47 -1.58 0.75
C 1.80 0.35 -0.83
N -1.41 -1.18 0.71
H -2.39 -1.11 0.42
H -0.60 -0.94 -1.18
H -0.88 1.22 -1.53
H 0.96 0.44 1.14
H -3.10 1.33 -0.04
H -2.01 1.30 1.33
H -1.99 2.67 0.12
H 1.54 1.38 -1.08
H 2.48 -1.47 1.16
H 1.52 -2.28 -0.09
H 0.83 -2.01 1.51
H 2.85 0.37 -0.53
H 1.74 -0.26 -1.74
*
```

Properties
Gap between HOMO and LUMO (alpha / beta) ... 0.2645 / 0.3767 hartree
Lowest unoccupied orbital energy (alpha / beta) ... -0.39 / 0.64 eV
DFT total energy ... -291.0264 Eh
Relative energy (zero: lowest compared OMol25 entry of this formula, charge and spin) ... 83.0 kcal per mole

Charge distribution, natural (NBO) scheme, values in e: number 1, C, carries -0.205; number 2, C, carries -0.058; number 3, C, carries -0.192; number 4, C, carries -0.694; number 5, C, carries -0.615; number 6, C, carries -0.615; number 7, N, carries -0.466; number 8, H, carries 0.309; number 9, H, carries 0.239; number 10, H, carries 0.176; number 11, H, carries 0.201; number 12, H, carries 0.217; number 13, H, carries 0.223; number 14, H, carries 0.223; number 15, H, carries 0.212; number 16, H, carries 0.203; number 17, H, carries 0.196; number 18, H, carries 0.231; number 19, H, carries 0.214; number 20, H, carries 0.201



C6H13N | wB97M-V/def2-TZVPD

ORCA input file:
```
! wB97M-V def2-TZVPD RIJCOSX def2/J DEFGRID3
* xyz 0 1
C -1.26 -1.60 0.04
C -1.07 -0.01 0.35
C 0.28 0.65 0.22
C 0.72 0.81 -1.07
C 2.14 1.23 -1.49
C 1.11 0.99 1.50
N -2.64 -1.94 0.24
H -1.11 -1.78 -1.07
H -0.48 -2.01 0.75
H -1.49 0.16 1.34
H -1.75 0.39 -0.25
H 0.17 0.57 -2.04
H 1.96 2.18 -2.13
H 2.76 1.37 -0.67
H 2.67 0.46 -2.04
H 0.81 0.15 2.16
H 2.24 0.94 1.13
H 0.93 2.06 1.74
H -3.18 -1.60 1.03
H -2.82 -2.99 0.26
*
```

Properties
Gap between HOMO and LUMO ... 0.3552 hartree
Lowest unoccupied orbital energy ... 1.09 eV
Structure (SMILES) ... C/C=C(\C)CCN
DFT total energy ... -291.0814 Eh
Relative energy (zero: lowest compared OMol25 entry of this formula, charge and spin) ... 48.5 kcal per mole

Charge distribution, natural (NBO) scheme, values in e: number 1, C, carries -0.195; number 2, C, carries -0.430; number 3, C, carries -0.002; number 4, C, carries -0.184; number 5, C, carries -0.642; number 6, C, carries -0.655; number 7, N, carries -0.867; number 8, H, carries 0.195; number 9, H, carries 0.161; number 10, H, carries 0.185; number 11, H, carries 0.209; number 12, H, carries 0.198; number 13, H, carries 0.214; number 14, H, carries 0.199; number 15, H, carries 0.215; number 16, H, carries 0.226; number 17, H, carries 0.214; number 18, H, carries 0.232; number 19, H, carries 0.364; number 20, H, carries 0.363



C6H13N | wB97M-V/def2-TZVPD

ORCA input file:
```
! wB97M-V def2-TZVPD RIJCOSX def2/J DEFGRID3
* xyz 0 1
C 2.17 0.43 0.89
C 1.67 1.51 -0.03
C 0.73 1.07 -1.19
C -0.36 -0.01 -0.86
C -1.26 0.17 0.21
N -2.21 -0.81 0.51
C -2.07 -2.12 0.14
H 3.16 0.55 1.33
H 2.20 -0.55 0.34
H 1.53 0.53 1.83
H 1.05 2.16 0.53
H 2.50 2.07 -0.52
H 0.13 1.98 -1.49
H 1.45 0.74 -1.99
H -0.45 -0.87 -1.55
H -1.21 1.05 0.74
H -2.72 -0.44 1.25
H -2.03 -2.37 -1.08
H -1.18 -2.55 0.71
H -3.08 -2.54 0.24
*
```

Properties
Gap between HOMO and LUMO ... 0.3104 hartree
Lowest unoccupied orbital energy ... 1.02 eV
Structure (SMILES) ... CCC/C=C/NC
DFT total energy ... -291.0690 Eh
Relative energy (zero: lowest compared OMol25 entry of this formula, charge and spin) ... 56.3 kcal per mole

Charge distribution, natural (NBO) scheme, values in e: number 1, C, carries -0.625; number 2, C, carries -0.400; number 3, C, carries -0.423; number 4, C, carries -0.320; number 5, C, carries -0.008; number 6, N, carries -0.618; number 7, C, carries -0.412; number 8, H, carries 0.210; number 9, H, carries 0.213; number 10, H, carries 0.208; number 11, H, carries 0.185; number 12, H, carries 0.200; number 13, H, carries 0.207; number 14, H, carries 0.205; number 15, H, carries 0.205; number 16, H, carries 0.187; number 17, H, carries 0.385; number 18, H, carries 0.185; number 19, H, carries 0.197; number 20, H, carries 0.218



C6H13N | wB97M-V/def2-TZVPD

ORCA input file:
```
! wB97M-V def2-TZVPD RIJCOSX def2/J DEFGRID3
* xyz 0 1
C -0.61 -0.86 -0.60
N 0.15 0.00 0.34
C 1.61 -0.09 0.70
C 2.05 -1.45 1.22
C -0.31 1.42 0.08
C -1.79 1.31 -0.46
C -1.77 0.07 -1.32
H -1.04 -1.65 -0.11
H -0.04 -1.18 -1.52
H 2.31 0.11 -0.14
H 1.69 0.74 1.52
H 3.13 -1.29 1.43
H 1.38 -1.91 2.24
H 1.86 -2.28 0.43
H -0.25 2.00 1.14
H 0.35 2.01 -0.61
H -2.36 1.30 0.44
H -2.09 2.21 -1.07
H -2.71 -0.59 -1.31
H -1.58 0.11 -2.40
*
```

Properties
Gap between HOMO and LUMO ... 0.3390 hartree
Lowest unoccupied orbital energy ... 1.12 eV
Structure (SMILES) ... CCN1CCCC1
DFT total energy ... -291.0832 Eh
Relative energy (zero: lowest compared OMol25 entry of this formula, charge and spin) ... 47.4 kcal per mole

Charge distribution, natural (NBO) scheme, values in e: number 1, C, carries -0.206; number 2, N, carries -0.481; number 3, C, carries -0.210; number 4, C, carries -0.615; number 5, C, carries -0.199; number 6, C, carries -0.435; number 7, C, carries -0.407; number 8, H, carries 0.184; number 9, H, carries 0.165; number 10, H, carries 0.168; number 11, H, carries 0.200; number 12, H, carries 0.218; number 13, H, carries 0.204; number 14, H, carries 0.212; number 15, H, carries 0.185; number 16, H, carries 0.166; number 17, H, carries 0.217; number 18, H, carries 0.214; number 19, H, carries 0.208; number 20, H, carries 0.211